{"formula": "C27H29N3O13P", "method": "ωB97M-V/def2-TZVPD", "lumo_energy_ev": -3.80, "total_charge": 1, "symbols": ["C", "C", "C", "C", "N", "C", "C", "P", "O", "N", "C", "C", "C", "N", "H", "H", "H", "H", "H", "H", "H", "H", "H", "H", "H", "H", "H", "H", "H", "H", "H", "C", "C", "C", "O", "C", "C", "C", "O", "O", "O", "H", "H", "H", "H", "C", "C", "C", "O", "C", "C", "C", "O", "O", "O", "H", "H", "H", "H", "C", "C", "C", "O", "C", "C", "C", "O", "O", "O", "H", "H", "H", "H"], "xyz": [[-1.363176, 1.322646, -1.124775], [-1.461313, 0.454655, 0.126145], [-1.001572, -0.972676, -0.155545], [-0.829310, -1.882136, 1.070484], [-1.548110, -1.401765, 2.252501], [-2.906986, -1.554988, 2.389343], [-3.265044, -1.022074, 3.570269], [-4.790758, -0.787028, 4.486377], [-4.634206, 0.355410, 5.409036], [-2.101138, -0.546077, 4.128258], [-1.059702, -0.778975, 3.331786], [0.326630, -0.367057, 3.706802], [1.311214, -0.025611, 2.613172], [1.689082, 1.172956, 2.507932], [-0.347233, 1.664164, -1.299076], [-1.712418, 0.768842, -1.997845], [-2.010858, 2.193596, -1.036214], [-0.851740, 0.895317, 0.917376], [-2.493490, 0.454506, 0.481186], [-0.062873, -0.945228, -0.709051], [-1.731983, -1.440101, -0.817486], [0.208894, -2.038083, 1.335433], [-1.242075, -2.867389, 0.863637], [-3.537075, -2.009329, 1.645057], [-4.993659, -2.028650, 5.099474], [-5.759456, -0.703448, 3.480958], [-2.056699, -0.061470, 5.015551], [0.215948, 0.556496, 4.277422], [0.736816, -1.117502, 4.388019], [1.734208, -0.820591, 2.000152], [2.423424, 1.248172, 1.802652], [6.998015, 0.996087, -1.089858], [5.763771, 0.914387, -0.582188], [5.499234, 0.547043, 0.859860], [4.323308, 0.525869, 1.211228], [6.607272, 0.249446, 1.721302], [7.853898, 0.325277, 1.220383], [8.125421, 0.714923, -0.220796], [9.290147, 0.763363, -0.554929], [8.940330, 0.078257, 1.914641], [4.657424, 1.145933, -1.277264], [7.194055, 1.261808, -2.119030], [6.407817, -0.020776, 2.748310], [9.701196, 0.214575, 1.313912], [3.912596, 1.030898, -0.655778], [3.285224, 4.485273, -4.822894], [3.217333, 3.607834, -3.811341], [2.414487, 3.887093, -2.558273], [2.392486, 3.023365, -1.692654], [1.719210, 5.146432, -2.445888], [1.789973, 6.027392, -3.456709], [2.575978, 5.742305, -4.718636], [2.555285, 6.605632, -5.573467], [1.195030, 7.201838, -3.457460], [3.832435, 2.436851, -3.829072], [3.852745, 4.291880, -5.722033], [1.159778, 5.342546, -1.542137], [1.413838, 7.624498, -4.312894], [3.645226, 1.986601, -2.984806], [-7.643773, -4.938774, -1.017237], [-7.258109, -3.936164, -0.216486], [-5.815094, -3.501100, -0.105895], [-5.582035, -2.567063, 0.654655], [-4.815767, -4.188630, -0.877038], [-5.195258, -5.196246, -1.683081], [-6.645076, -5.628347, -1.806394], [-6.862993, -6.540833, -2.575685], [-4.370689, -5.891979, -2.429916], [-8.089551, -3.239574, 0.541186], [-8.673673, -5.254683, -1.102112], [-3.784776, -3.875270, -0.790870], [-4.914170, -6.549295, -2.913095], [-7.557888, -2.565255, 1.001406]], "atomic_forces_ev_per_a": [[-0.36, -0.05, 0.03], [0.17, 0.09, 0.01], [-0.19, 0.01, -0.07], [0.01, -0.15, -0.20], [0.24, -0.16, 0.11], [-0.29, -0.11, -0.22], [0.01, 0.08, 0.19], [-0.03, 0.36, 0.36], [0.05, -0.10, -0.06], [0.24, 0.15, 0.30], [-0.16, 0.02, -0.19], [-0.17, 0.15, 0.03], [0.23, 0.30, -0.06], [-0.14, -0.23, 0.01], [0.14, -0.01, -0.08], [0.08, 0.00, -0.06], [0.11, 0.10, 0.04], [0.01, 0.07, 0.07], [-0.04, -0.07, 0.05], [0.08, -0.05, 0.03], [0.01, 0.03, -0.11], [0.05, 0.11, 0.11], [0.06, -0.07, 0.02], [0.02, -0.10, -0.23], [-0.17, -0.13, -0.08], [-0.08, -0.12, -0.07], [-0.08, 0.09, 0.00], [0.03, -0.01, 0.10], [0.08, -0.10, -0.10], [0.03, -0.15, 0.05], [-0.03, 0.10, 0.03], [0.12, 0.01, -0.07], [0.02, -0.01, 0.01], [-0.02, 0.00, 0.15], [0.04, -0.06, -0.15], [-0.02, -0.03, 0.10], [-0.05, 0.01, -0.02], [-0.15, 0.04, -0.11], [0.09, -0.01, -0.01], [0.03, -0.04, 0.15], [-0.06, -0.07, -0.10], [-0.02, 0.01, 0.00], [0.03, 0.01, 0.01], [-0.01, 0.02, -0.06], [-0.02, 0.12, 0.04], [0.03, 0.06, -0.11], [-0.03, 0.01, -0.02], [-0.13, 0.13, 0.15], [0.06, -0.15, -0.15], [-0.04, 0.00, 0.09], [0.02, -0.05, 0.02], [0.08, -0.15, -0.01], [0.00, 0.06, -0.04], [-0.10, 0.08, 0.09], [-0.02, -0.06, -0.06], [0.00, -0.03, 0.01], [0.00, 0.02, -0.01], [0.04, -0.03, -0.04], [0.11, 0.06, 0.10], [-0.07, -0.09, -0.05], [0.02, 0.00, -0.05], [0.09, -0.05, -0.09], [0.11, 0.03, 0.15], [0.09, 0.09, 0.08], [-0.01, 0.01, 0.00], [-0.12, 0.07, 0.08], [0.00, -0.05, -0.03], [0.14, 0.03, -0.01], [-0.13, -0.02, 0.02], [-0.01, 0.02, 0.01], [0.01, -0.01, -0.04], [-0.07, -0.01, 0.01], [0.06, 0.01, -0.02]], "mulliken_charge": [-1.412, 0.033, -0.360, -0.979, 0.270, -0.374, -0.700, 0.408, -0.628, -0.094, 0.577, -0.939, -0.185, -0.723, 0.218, 0.369, 0.414, 0.140, 0.246, 0.326, 0.364, 0.337, 0.390, 1.025, 0.131, 0.063, 0.316, 0.414, 0.391, 0.579, 0.439, -0.893, 0.048, 1.040, -0.514, -1.266, 0.427, 1.096, -0.593, -0.560, -0.473, 0.478, 0.441, 0.377, 0.301, -0.898, 0.306, 0.961, -0.474, -1.176, 0.461, 1.061, -0.611, -0.575, -0.566, 0.449, 0.453, 0.377, 0.279, -0.949, 0.277, 1.308, -0.669, -1.085, 0.329, 0.939, -0.594, -0.567, -0.570, 0.444, 0.420, 0.377, 0.332]}



{"formula": "C4H7NO2", "method": "ωB97M-V/def2-TZVPD", "lumo_energy_ev": 0.70, "total_charge": 0, "smiles": "C=CN=C.O=CO", "symbols": ["C", "C", "N", "C", "H", "H", "H", "H", "H", "O", "C", "O", "H", "H"], "xyz": [[-2.097468, 0.945691, -1.220680], [-2.010710, 0.836344, 0.136310], [-0.968645, 0.298275, 0.829922], [-0.735713, -0.964009, 0.786676], [-1.270676, 0.496292, -1.809339], [-2.912904, 1.355998, -1.747817], [-2.810375, 1.167463, 0.779423], [-0.031595, -1.395553, 1.533841], [-1.147258, -1.645832, 0.120955], [2.701117, -1.565949, -0.228230], [2.881418, -0.362750, -0.294884], [3.226356, 0.303445, 0.837933], [2.687747, 0.283822, -1.186621], [2.488708, 0.246761, 1.462514]], "atomic_forces_ev_per_a": [[1.81, -1.33, 1.87], [-1.24, 0.54, -3.32], [1.01, -2.22, 1.32], [1.52, 2.25, 2.02], [-0.58, 0.54, 0.31], [-0.80, 0.49, -0.23], [-0.13, 0.33, 0.11], [-0.18, 0.46, -0.77], [-1.32, -1.11, -1.32], [0.13, 1.93, -1.05], [-0.96, -2.29, 0.90], [-0.11, 1.15, -0.41], [0.58, -0.50, 0.46], [0.27, -0.25, 0.11]], "nbo_charge": [-0.465, -0.027, -0.419, -0.023, 0.192, 0.208, 0.203, 0.171, 0.160, -0.546, 0.641, -0.728, 0.129, 0.505]}



{"formula": "C25H36N2O2S", "method": "ωB97M-V/def2-TZVPD", "lumo_energy_ev": 0.67, "total_charge": 0, "smiles": "COc1cccc(C[C@]2(CO)CCCN(Cc3ccc(CN4CCCCC4)s3)C2)c1", "symbols": ["C", "O", "C", "C", "C", "C", "C", "C", "C", "C", "O", "C", "C", "C", "N", "C", "C", "C", "C", "C", "C", "N", "C", "C", "C", "C", "C", "S", "C", "C", "H", "H", "H", "H", "H", "H", "H", "H", "H", "H", "H", "H", "H", "H", "H", "H", "H", "H", "H", "H", "H", "H", "H", "H", "H", "H", "H", "H", "H", "H", "H", "H", "H", "H", "H", "H"], "xyz": [[4.598938, -2.204811, -5.931073], [3.802290, -1.669998, -4.903006], [3.500124, -2.460022, -3.835196], [3.922800, -3.773887, -3.670043], [3.557508, -4.465648, -2.526716], [2.769804, -3.873542, -1.558662], [2.324007, -2.561711, -1.719849], [1.445636, -1.919794, -0.684983], [-0.069291, -2.026327, -0.984377], [-0.501611, -3.500434, -1.141666], [-0.265436, -4.056891, -2.409243], [-0.438297, -1.211242, -2.229061], [-1.951442, -1.122130, -2.397684], [-2.600976, -0.588534, -1.125414], [-2.251708, -1.451724, -0.015044], [-3.042563, -1.228001, 1.183550], [-2.866692, 0.119412, 1.814807], [-3.535440, 1.272810, 1.542745], [-3.076271, 2.379936, 2.290447], [-2.050868, 2.071117, 3.127602], [-1.320447, 2.977311, 4.062202], [-0.923047, 4.200534, 3.388479], [-0.470436, 5.216891, 4.319044], [-0.244120, 6.533734, 3.582927], [0.790925, 6.345786, 2.479743], [0.333648, 5.218314, 1.561489], [0.085926, 3.952870, 2.374495], [-1.628526, 0.395117, 3.001567], [-0.822978, -1.437663, 0.219967], [2.707011, -1.865578, -2.853670], [4.118435, -3.066724, -6.405507], [4.709104, -1.407018, -6.663910], [5.588305, -2.496493, -5.563634], [4.537896, -4.261914, -4.408873], [3.899292, -5.481516, -2.393867], [2.505725, -4.426922, -0.669521], [1.633526, -2.388305, 0.284263], [1.702793, -0.861461, -0.600874], [-1.580569, -3.563399, -0.987234], [-0.012219, -4.099196, -0.359147], [0.686473, -4.054207, -2.571742], [-0.000722, -1.669252, -3.116559], [-0.028609, -0.203153, -2.123215], [-2.349226, -2.111584, -2.618792], [-2.191726, -0.462038, -3.233147], [-3.688447, -0.589236, -1.233502], [-2.273374, 0.452875, -0.951686], [-2.774968, -2.008819, 1.901571], [-4.094009, -1.356752, 0.908068], [-4.345838, 1.328321, 0.837008], [-3.483095, 3.371553, 2.212542], [-0.456689, 2.438210, 4.494986], [-1.987683, 3.253933, 4.887218], [0.465010, 4.911890, 4.825870], [-1.240733, 5.350167, 5.083739], [0.082697, 7.295875, 4.292548], [-1.189119, 6.854348, 3.141898], [1.755925, 6.087668, 2.923409], [0.916159, 7.270952, 1.914300], [1.083403, 5.018320, 0.793986], [-0.596813, 5.505656, 1.069541], [1.035272, 3.613599, 2.831967], [-0.277531, 3.156701, 1.720047], [-0.616906, -2.038313, 1.110442], [-0.447782, -0.415483, 0.405741], [2.407127, -0.840397, -3.001732]], "atomic_forces_ev_per_a": [[0.15, -0.11, -0.18], [-0.20, 0.04, 0.33], [-0.08, 0.05, 0.09], [0.14, 0.09, -0.30], [-0.06, -0.01, 0.06], [0.05, -0.08, 0.05], [0.21, 0.07, 0.02], [-0.32, 0.01, -0.07], [0.09, -0.01, 0.03], [-0.14, 0.19, 0.32], [0.14, -0.13, -0.43], [-0.18, -0.24, 0.01], [0.07, 0.21, 0.11], [-0.04, -0.11, -0.26], [-0.02, 0.01, 0.05], [0.00, -0.07, -0.06], [0.24, 0.02, 0.29], [0.04, -0.26, 0.05], [0.20, 0.07, 0.19], [0.05, -0.50, 0.01], [-0.01, 0.13, 0.11], [0.04, -0.08, 0.11], [-0.18, 0.27, 0.03], [0.25, -0.11, 0.15], [-0.25, 0.06, -0.12], [0.25, -0.11, 0.15], [-0.10, 0.05, -0.38], [-0.54, 0.46, -0.28], [0.11, -0.18, -0.23], [0.13, -0.06, -0.14], [0.03, 0.03, 0.03], [0.02, -0.09, 0.02], [-0.05, 0.00, -0.01], [0.06, -0.01, -0.09], [0.03, -0.08, 0.01], [-0.05, -0.04, 0.11], [0.03, 0.02, 0.04], [0.01, 0.04, 0.07], [0.15, -0.02, 0.07], [-0.04, 0.05, 0.05], [-0.08, -0.06, -0.02], [0.05, 0.08, 0.01], [0.08, 0.08, 0.00], [-0.08, -0.03, -0.07], [-0.03, -0.03, -0.04], [-0.01, 0.07, 0.02], [-0.06, -0.02, 0.01], [-0.12, 0.00, -0.03], [0.06, -0.02, 0.10], [-0.16, -0.05, -0.15], [-0.04, 0.23, 0.00], [-0.05, 0.09, 0.04], [0.15, -0.04, -0.02], [-0.04, 0.00, 0.02], [0.07, -0.05, 0.02], [-0.04, 0.04, 0.01], [-0.06, 0.05, 0.03], [0.07, 0.03, 0.00], [0.08, 0.02, 0.02], [-0.03, -0.01, -0.05], [-0.03, -0.02, -0.08], [-0.04, -0.02, 0.01], [0.09, 0.00, 0.05], [0.07, -0.01, 0.07], [0.03, -0.05, 0.04], [-0.07, 0.16, -0.01]], "nbo_charge": [-0.252, -0.492, 0.300, -0.318, -0.180, -0.275, -0.008, -0.419, -0.050, -0.079, -0.726, -0.419, -0.392, -0.224, -0.447, -0.233, -0.211, -0.260, -0.252, -0.200, -0.246, -0.435, -0.214, -0.402, -0.397, -0.402, -0.227, 0.421, -0.220, -0.216, 0.177, 0.201, 0.176, 0.221, 0.216, 0.216, 0.211, 0.215, 0.205, 0.154, 0.477, 0.230, 0.195, 0.211, 0.207, 0.199, 0.165, 0.206, 0.211, 0.221, 0.230, 0.174, 0.214, 0.157, 0.199, 0.207, 0.203, 0.193, 0.208, 0.207, 0.203, 0.157, 0.213, 0.200, 0.177, 0.217]}



{"formula": "C8H16N2O4S", "method": "ωB97M-V/def2-TZVPD", "lumo_energy_ev": 0.31, "total_charge": 0, "smiles": "CSCC[C@H](NC(=O)[C@@H](N)CO)C(=O)O", "symbols": ["C", "S", "C", "C", "C", "N", "C", "O", "C", "N", "C", "O", "C", "O", "O", "H", "H", "H", "H", "H", "H", "H", "H", "H", "H", "H", "H", "H", "H", "H", "H"], "xyz": [[-4.401513, -1.301617, -0.436101], [-3.065382, -2.041709, 0.491086], [-2.138992, -0.355894, 0.337115], [-1.349894, -0.238551, -0.942825], [-0.615130, 1.079319, -0.811942], [0.601189, 0.550907, -0.003623], [1.733475, 0.139838, -0.649357], [1.950704, -0.080980, -1.824819], [2.918689, 0.101807, 0.491960], [2.244950, 0.188884, 1.901880], [3.558074, -1.277016, 0.323952], [4.286064, -1.244952, -0.946843], [-1.334326, 2.325731, -0.146656], [-2.389345, 2.823456, -0.385930], [-0.284477, 2.820535, 0.585105], [-4.572058, -0.588013, 0.335378], [-5.157212, -2.091311, -0.669824], [-3.994128, -0.986505, -1.386996], [-1.317526, -0.634101, 1.096397], [-2.829473, 0.494984, 0.686516], [-2.030164, -0.356757, -2.011008], [-0.682766, -1.098294, -0.976684], [-0.566996, 1.271006, -1.852032], [0.963916, 0.494882, 1.031010], [3.622418, 0.908134, 0.191550], [1.739978, -0.689693, 1.949937], [2.946524, 0.313769, 2.577177], [4.139594, -1.411128, 1.241096], [2.869395, -2.290335, 0.398358], [3.758210, -0.621331, -1.614121], [-0.603809, 3.794927, 1.020250]], "atomic_forces_ev_per_a": [[-0.30, -2.22, -0.48], [1.55, 1.14, -0.32], [0.20, -2.93, 2.45], [-4.16, -0.48, -2.11], [-0.08, -2.34, 2.01], [1.60, 0.67, -1.66], [0.14, 1.50, 2.39], [-0.14, 0.15, -0.10], [-2.53, -1.71, -0.55], [0.15, 0.08, -3.80], [-0.25, -1.16, -1.07], [-1.29, 1.16, 0.08], [3.08, -1.14, -0.66], [0.14, -0.20, 0.39], [-2.78, 4.68, 1.98], [-1.70, 1.09, -0.59], [0.15, 1.03, 0.62], [-0.20, 0.64, 0.00], [-1.25, 1.28, -0.60], [1.19, -1.34, -0.72], [1.62, 0.66, 3.04], [0.13, 0.41, -0.27], [1.95, 1.19, -0.95], [-2.25, 1.96, -1.29], [-0.39, -0.48, 0.88], [0.58, -0.34, 0.88], [0.72, -0.06, 1.24], [1.12, -0.14, -0.63], [0.85, 2.78, -0.53], [1.01, -2.07, 2.12], [1.14, -3.82, -1.75]], "nbo_charge": [-0.741, 0.140, -0.518, -0.403, -0.177, -0.681, 0.686, -0.650, -0.176, -0.855, -0.078, -0.753, 0.806, -0.561, -0.685, 0.226, 0.229, 0.214, 0.222, 0.232, 0.195, 0.245, 0.269, 0.462, 0.240, 0.373, 0.394, 0.173, 0.166, 0.506, 0.498]}



{"formula": "C3H5NO3", "method": "ωB97M-V/def2-TZVPD", "lumo_energy_ev": 0.81, "total_charge": 0, "smiles": "NCC(=O)OC=O", "symbols": ["N", "C", "C", "O", "O", "C", "O", "H", "H", "H", "H", "H"], "xyz": [[-1.827980, -0.163204, 0.169628], [-0.619507, 0.617007, 0.539613], [0.196499, -0.602295, 0.456240], [0.313227, -1.494906, 1.238673], [0.774180, -0.728070, -0.855193], [1.759011, 0.184857, -0.923800], [1.916272, 1.063077, -0.114394], [-1.881005, -0.430252, -0.806248], [-2.070114, -0.939233, 0.777085], [-0.411024, 1.372031, -0.229436], [-0.568898, 1.116673, 1.525822], [2.419335, 0.004317, -1.777993]], "atomic_forces_ev_per_a": [[-1.55, 1.03, 0.18], [-0.55, -0.55, -0.09], [1.10, -0.18, 0.53], [0.13, 0.39, -0.36], [0.52, -0.19, 0.28], [0.44, 0.37, 0.08], [0.41, -0.35, -0.48], [0.15, 0.18, 0.24], [0.26, 0.34, -0.09], [-0.13, -0.48, 0.32], [-0.63, -0.60, -0.44], [-0.17, 0.05, -0.15]], "nbo_charge": [-0.812, -0.328, 0.789, -0.544, -0.540, 0.641, -0.575, 0.380, 0.386, 0.229, 0.236, 0.138]}